Record 1
The following is a DFT calculation (wB97M-V/def2-TZVPD) of a molecular structure, C25H27BrIrN3O2S3Se.

Atoms and positions in Å:
Ir 0.55135 1.06490 -0.30616
C 3.00974 1.25765 2.14153
O 1.74055 0.68933 1.84929
C 1.40438 -0.48028 2.46626
C 2.09850 -1.01883 3.52219
C 1.65224 -2.20125 4.11855
Br 2.67278 -2.97860 5.51321
C 0.48533 -2.80620 3.70265
C -0.24086 -2.28651 2.62801
C 0.23716 -1.13052 1.92516
O -0.33825 -0.69316 0.87052
C -1.45667 -2.91760 2.20317
N -2.17579 -2.54592 1.13508
C -3.27958 -3.35707 1.01852
C -4.31571 -3.41304 0.09820
C -5.26482 -4.39761 0.28769
C -5.19509 -5.29803 1.35436
C -4.16972 -5.25015 2.27613
C -3.21212 -4.26677 2.09191
N -2.07290 -3.95484 2.79623
H 3.80975 0.53864 1.94496
H 3.06178 1.59898 3.17746
H 3.11382 2.11017 1.47269
H 2.98240 -0.55116 3.91729
H 0.15472 -3.69650 4.21327
H -1.85894 -1.77037 0.55379
H -4.37614 -2.72963 -0.73146
H -6.08433 -4.48480 -0.40729
H -5.96031 -6.05148 1.45365
H -4.11251 -5.94736 3.09422
H -1.76069 -4.43353 3.62571
C -2.73353 1.93102 -1.15794
C -2.05621 2.37083 -2.44302
S -0.40594 1.59799 -2.71306
C 0.62598 3.06000 -3.10732
C 0.66374 4.16479 -2.07148
S 1.21285 3.59589 -0.41080
C -0.04724 4.31222 0.71046
C -1.50460 3.94170 0.48668
S -1.82364 2.13006 0.42223
H -2.92158 0.85780 -1.19479
H -3.68988 2.44865 -1.05658
H -1.93638 3.45148 -2.50953
H -2.68506 2.04818 -3.27493
H 0.26458 3.46207 -4.05395
H 1.61819 2.64026 -3.26351
H -0.30825 4.63674 -1.95053
H 1.37824 4.92050 -2.39757
H 0.06368 5.39783 0.66714
H 0.28723 3.97729 1.69099
H -1.91024 4.38047 -0.42150
H -2.07609 4.32148 1.33850
Se 2.50525 -0.34378 -0.98743
C 3.55361 0.04734 -2.54314
C 3.49985 -0.81648 -3.63117
C 4.39388 -0.61626 -4.67138
N 5.27556 0.35596 -4.65229
C 5.32687 1.19638 -3.64453
C 4.47691 1.08996 -2.55156
H 2.79877 -1.63620 -3.65484
H 4.41151 -1.26982 -5.53172
H 6.08017 1.96802 -3.70196
H 4.56166 1.77915 -1.72626

Calculated values
LUMO (spin up / spin down) = -7.26 / -7.61 eV
Total charge = +2
Kohn-Sham gap (spin up / spin down) = 5.42 / 5.07 eV
Energy relative to the best compared isomer or geometry (same formula, charge and spin) = 211.9 kJ/mol
E_tot = -7557.41938 hartree
Largest force on an atom = 0.0583 Eh/bohr

Record 2
The following is a DFT calculation (wB97M-V/def2-TZVPD) of a molecular structure, C25H27Cl2GaSb.

Atoms and positions in Å:
Ga 1.80621 3.58706 1.72214
Cl 1.61323 3.65019 -0.54514
Cl 3.91235 3.59793 2.45159
C 1.15402 0.14015 -1.84153
H 0.88100 1.16105 -2.02318
H 2.16327 0.12775 -1.48990
C -0.74189 -0.47167 -3.03358
C 0.72691 -0.95450 -2.67931
H -1.50853 -0.75570 -2.32622
C 1.68184 -0.80288 -3.88427
H 0.77195 -1.87660 -2.15735
C 1.49259 0.54674 -4.61034
H 2.72683 -0.87442 -3.52725
H 1.45167 -1.64165 -4.54975
C 0.08566 0.74234 -5.15870
H 1.75588 1.40285 -3.96421
H 2.20181 0.56808 -5.45420
C -1.03798 0.42362 -4.11362
H -0.04426 1.76206 -5.54294
H -0.04049 0.09393 -6.03322
H -1.44839 1.38038 -3.70510
H -1.88634 -0.03363 -4.68475
C -2.27548 3.35531 3.56213
C -1.98333 3.78918 2.25694
C -1.27960 2.94166 1.39278
C -0.89487 1.67695 1.82368
C -1.21660 1.22074 3.09866
C -1.89098 2.07633 3.98469
Sb 0.24005 0.29218 0.44741
C 1.73011 -0.81995 1.61849
C 2.20594 -2.03889 1.12175
C 3.11462 -2.79890 1.87835
C 3.55882 -2.32946 3.11845
C 3.11265 -1.08300 3.59875
C 2.20350 -0.33226 2.84340
C -1.42592 -1.09846 0.57911
C -1.30814 -2.34201 1.22445
C -2.42863 -3.16499 1.35294
C -3.67789 -2.75420 0.85313
C -3.79644 -1.51273 0.24449
C -2.66963 -0.67140 0.11608
H -2.80367 4.02328 4.24447
H -2.28765 4.78392 1.91233
H -1.03440 3.28907 0.38056
H -0.95301 0.20665 3.42008
H -2.12010 1.73372 4.99957
H 1.87587 -2.41736 0.14834
H 3.47193 -3.75835 1.49198
H 4.25002 -2.92036 3.71298
H 3.46977 -0.69796 4.55421
H 1.87930 0.64689 3.22015
H -0.35451 -2.66822 1.62927
H -2.32802 -4.13309 1.84909
H -4.55008 -3.40871 0.95844
H -4.75679 -1.16966 -0.13980
H -2.79423 0.31096 -0.34655

Calculated values
LUMO (spin up / spin down) = 2.64 / 2.63 eV
Total charge = -1
Kohn-Sham gap (spin up / spin down) = 5.49 / 5.71 eV
Energy relative to the best compared isomer or geometry (same formula, charge and spin) = 258.4 kJ/mol
E_tot = -4054.19096 hartree
Largest force on an atom = 0.0758 Eh/bohr